A structure of composition C6H6NO3P in a non-equilibrium geometry, computed with ωB97M-V with the def2-TZVPD basis set.

CARTESIAN COORDINATES (ANGSTROEM)
C  -0.7231  -2.4372  0.2025
C  -1.9420  -1.7291  0.0696
C  0.4566  -1.7994  0.1311
C  -1.9316  -0.4497  -0.2729
C  0.4537  -0.4453  -0.1435
C  -0.7049  0.2652  -0.3214
N  1.7243  2.6673  0.9028
O  2.2751  2.3342  -1.5539
O  1.7377  0.1662  -0.2902
O  -0.5928  1.5418  -0.7295
P  1.6490  1.6953  -0.4367
H  -0.8954  -3.4742  0.4042
H  -2.9235  -2.1031  0.0208
H  1.3606  -2.4663  0.2730
H  -2.9144  0.0765  -0.4793
H  1.8563  3.6138  0.5349
H  1.1144  2.5440  1.6885

Calculated values
HOMO energy: -8.33 eV
energy above the lowest of the compared OMol25 structures with the same formula, charge and spin: 0.0 kJ/mol
LUMO level: 0.301 eV
calculated total energy: -23240.865 eV

Atomic partial charges in e from the Mulliken method, atoms 1 to 8:
1 C -0.464
2 C -0.515
3 C -0.635
4 C -0.482
5 C 0.502
6 C 0.942
7 N -0.448
8 O -0.540